(1)
174
Properties=species:S:1:pos:R:3 method="wB97M-V/def2-TZVPD" homo_lumo_gap_ev=7.17 multiplicity=1 charge=0 max_force_ev_per_a=2.79
C -2.311 1.299 5.647
C -1.646 2.595 5.008
S -2.887 3.919 4.757
C -1.998 5.530 4.397
C -0.630 5.122 3.748
C 0.509 5.016 4.645
C 1.828 4.611 4.168
C 1.976 4.333 2.747
C 0.816 4.458 1.846
C -0.499 4.849 2.315
S 1.169 4.046 0.097
C 2.299 2.623 0.319
C 2.220 1.464 -0.538
C 3.130 0.338 -0.282
C 2.997 -0.930 -1.204
C 4.255 -1.225 -2.108
C 5.063 -2.549 -1.833
O 4.474 -3.482 -0.904
C 5.413 -4.135 -0.130
C 5.232 -5.692 0.028
O 6.324 -3.620 0.464
C 4.058 0.471 0.827
C 5.011 -0.728 1.184
C 4.097 -1.815 1.880
C 3.057 -1.201 2.922
C 1.601 -1.038 2.272
C 0.430 -1.473 3.223
C -0.918 -0.766 2.725
O -1.954 -1.811 2.580
C -3.077 -1.454 3.336
C -4.281 -0.667 2.674
O -3.151 -1.734 4.506
C 4.148 1.648 1.694
C 3.244 2.757 1.438
N 3.274 3.936 2.265
H -2.243 1.378 6.783
H -1.745 0.372 5.374
H -3.394 1.190 5.387
H -1.143 2.267 4.057
H -0.814 2.884 5.705
H -2.579 6.187 3.689
H -1.809 6.002 5.395
H 0.357 5.217 5.727
H 2.682 4.501 4.878
H -1.357 4.905 1.613
H 1.489 1.422 -1.373
H 2.146 -0.704 -1.898
H 2.648 -1.762 -0.551
H 4.968 -0.363 -1.965
H 3.944 -1.165 -3.182
H 6.117 -2.256 -1.585
H 5.141 -3.092 -2.819
H 5.127 -6.218 -0.949
H 6.037 -6.113 0.680
H 4.279 -5.812 0.623
H 5.832 -0.403 1.875
H 5.504 -1.067 0.242
H 3.507 -2.434 1.163
H 4.785 -2.527 2.417
H 3.435 -0.246 3.356
H 2.947 -1.988 3.723
H 1.539 -1.577 1.286
H 1.520 0.065 2.037
H 0.259 -2.576 3.104
H 0.567 -1.166 4.290
H -0.793 -0.303 1.712
H -1.259 -0.012 3.475
H -4.101 -0.687 1.576
H -5.239 -1.183 2.926
H -4.271 0.374 3.080
H 4.886 1.654 2.535
H 3.942 3.806 3.025
O -4.640 -4.219 2.433
H -3.980 -3.571 2.159
H -4.812 -4.001 3.357
O -2.983 7.833 1.880
H -3.137 8.692 1.476
H -3.682 7.280 1.519
O -4.413 9.017 -0.038
H -4.991 9.716 0.295
H -5.024 8.327 -0.322
O 4.851 0.031 -5.083
H 5.749 0.064 -5.432
H 4.309 -0.201 -5.848
O -5.915 3.888 2.502
H -5.621 3.550 1.646
H -5.166 3.716 3.084
O -2.312 9.734 -2.071
H -2.745 9.269 -1.342
H -2.942 9.666 -2.796
O 8.000 -7.447 -1.062
H 8.380 -7.842 -0.269
H 8.117 -6.499 -0.930
O 4.258 -2.605 -6.283
H 5.154 -2.882 -6.516
H 3.960 -3.278 -5.655
O 1.855 -6.452 0.171
H 1.705 -5.576 -0.204
H 1.141 -6.987 -0.193
O 0.593 -2.328 -1.837
H 0.013 -2.643 -2.542
H 1.362 -2.906 -1.889
O -4.405 2.960 -0.124
H -3.503 3.009 -0.459
H -4.935 2.716 -0.895
O -4.855 11.616 -1.184
H -4.660 12.014 -2.039
H -4.045 11.744 -0.677
O 2.029 -4.422 -5.224
H 1.722 -5.339 -5.278
H 1.619 -3.990 -5.983
O -2.941 -1.294 -0.427
H -2.112 -0.922 -0.756
H -2.667 -1.852 0.315
O -7.602 -3.717 1.876
H -6.670 -3.962 1.799
H -7.987 -4.418 2.419
O -7.020 2.677 -0.982
H -7.607 3.364 -0.653
H -7.617 1.978 -1.264
O -6.637 -0.692 0.600
H -6.954 -1.556 0.893
H -6.246 -0.867 -0.264
O 3.467 2.656 -4.017
H 2.895 2.342 -4.727
H 4.233 2.069 -4.058
O 2.871 -3.462 5.393
H 2.126 -3.144 5.917
H 3.020 -4.358 5.717
O 5.301 -4.606 -8.332
H 5.000 -5.519 -8.392
H 4.886 -4.173 -9.089
O 3.758 -1.673 -9.093
H 4.594 -1.309 -9.409
H 4.009 -2.216 -8.333
O 7.012 -3.797 -4.439
H 7.954 -3.975 -4.544
H 6.696 -4.531 -3.899
O -1.900 -3.481 -1.963
H -2.463 -2.778 -1.606
H -2.518 -4.170 -2.232
O 7.067 2.357 0.290
H 6.914 3.219 -0.112
H 6.358 1.805 -0.064
O -3.129 10.200 3.609
H -2.229 9.934 3.389
H -3.427 9.518 4.222
O 1.519 4.458 -5.286
H 1.896 4.090 -4.477
H 1.631 5.409 -5.184
O 2.676 -7.182 -4.876
H 3.514 -6.825 -5.190
H 2.922 -7.722 -4.114
O -9.380 -4.175 4.572
H -9.047 -4.572 5.385
H -9.207 -3.232 4.684
O -9.551 -3.444 -0.500
H -9.281 -3.799 -1.358
H -8.822 -3.675 0.092
O 5.240 0.660 -10.634
H 5.091 1.516 -11.049
H 4.529 0.107 -10.979
O 3.384 -8.566 -2.049
H 3.460 -8.158 -1.176
H 3.267 -9.504 -1.862
O -9.603 2.369 -1.439
H -10.025 1.898 -0.710
H -10.231 2.286 -2.166
O -2.015 1.323 9.218
H -1.952 1.696 10.105
H -2.129 0.377 9.369
O -9.794 -3.330 -3.555
H -10.323 -2.594 -3.223
H -10.449 -3.975 -3.848


(2)
66
Properties=species:S:1:pos:R:3 method="wB97M-V/def2-TZVPD" homo_lumo_gap_ev="5.44 / 4.33" multiplicity=2 charge=+2 de_lowest_kj_mol=0.00 max_force_ev_per_a=1.18
Co 0.775 -0.495 -0.080
S -0.078 -4.660 5.476
C 1.394 -5.094 6.210
C 2.466 -4.515 5.596
C 2.083 -3.702 4.508
C 0.725 -3.675 4.312
C -0.025 -2.943 3.296
C 0.662 -2.312 2.238
N 0.032 -1.646 1.285
C -1.315 -1.535 1.327
C -2.088 -2.129 2.319
C -3.513 -1.924 2.269
C -4.079 -1.158 1.309
C -3.277 -0.507 0.306
C -3.762 0.345 -0.691
C -2.893 0.956 -1.586
C -1.520 0.686 -1.444
N -1.046 -0.119 -0.506
C -1.903 -0.714 0.348
C -3.339 1.864 -2.637
C -2.569 2.621 -3.485
C -3.335 3.398 -4.380
C -4.676 3.221 -4.199
S -5.014 2.119 -2.948
C -1.410 -2.846 3.310
H 1.396 -5.760 7.058
H 3.486 -4.666 5.917
H 2.791 -3.151 3.906
H 1.737 -2.377 2.166
H -4.125 -2.392 3.029
H -5.150 -1.006 1.288
H -4.828 0.534 -0.748
H -0.801 1.153 -2.095
H -1.487 2.639 -3.467
H -2.920 4.064 -5.122
H -5.484 3.687 -4.738
H -1.980 -3.311 4.105
N 0.871 -1.743 -1.542
H 1.775 -2.211 -1.548
H 0.751 -1.282 -2.440
H 0.159 -2.468 -1.471
F 2.380 3.126 -6.906
C 2.252 2.789 -5.650
C 2.841 3.562 -4.658
F 3.527 4.635 -4.986
C 2.696 3.187 -3.335
F 3.256 3.928 -2.399
C 1.965 2.044 -2.962
Se 1.826 1.682 -1.145
C 1.393 1.295 -4.000
F 0.695 0.180 -3.711
C 1.520 1.644 -5.320
F 0.970 0.921 -6.276
F 0.925 0.784 1.322
As -0.041 2.256 2.185
F 1.363 3.154 1.791
F -0.633 2.558 0.578
F -0.881 3.527 2.895
F -1.309 1.101 2.381
F 0.710 1.672 3.600
Cl 4.518 1.704 2.063
C 4.669 -0.044 1.934
Cl 6.173 -0.534 1.159
Cl 4.454 -0.828 3.499
C 3.563 -0.487 1.074
N 2.678 -0.801 0.419